Record 1
{
  "formula": "C35H35BCl8CsF4N2O3PS4",
  "method": "ωB97M-V with the def2-TZVPD basis set",
  "symbols": ["Cs", "Cl", "Cl", "Cl", "Cl", "Cl", "Cl", "Cl", "Cl", "S", "S", "S", "S", "P", "F", "F", "F", "F", "O", "O", "O", "N", "N", "C", "C", "C", "C", "C", "C", "C", "C", "C", "C", "C", "C", "C", "C", "C", "C", "C", "C", "C", "C", "C", "C", "C", "C", "C", "C", "C", "C", "C", "C", "C", "C", "C", "C", "C", "B", "H", "H", "H", "H", "H", "H", "H", "H", "H", "H", "H", "H", "H", "H", "H", "H", "H", "H", "H", "H", "H", "H", "H", "H", "H", "H", "H", "H", "H", "H", "H", "H", "H", "H", "H"],
  "coordinates": [[-0.44388, -1.03590, -0.72182], [-0.91574, -2.94540, 3.57811], [0.01260, -5.92227, 3.86528], [-1.28822, -0.61293, -4.03161], [-0.28363, -2.15943, -6.31701], [-0.00341, -7.81524, 1.39132], [-1.15469, 1.96107, -1.46367], [-1.94068, -3.79676, -1.73005], [-0.96760, -6.76770, -1.38316], [2.52093, -2.31091, 0.12397], [-4.18956, -1.93467, 1.92269], [-2.71497, 1.30454, 1.91924], [-4.69176, -0.17823, 5.16347], [2.07091, 1.67199, -1.25311], [-3.66479, 0.40457, -2.19977], [-5.87853, 0.79028, -1.70042], [-4.37686, 2.52545, -1.65957], [-4.98967, 1.58767, -3.66914], [3.14353, -0.98999, 0.18122], [1.68830, -2.50635, -1.06626], [1.82736, -2.65568, 1.36005], [1.20331, -0.06621, 2.86015], [0.93784, 1.13410, 2.33575], [-0.93470, -4.00495, 2.14269], [0.63928, 1.90131, 3.37442], [-2.89667, 1.40877, 3.71603], [-4.38633, 0.83689, 1.37887], [-5.62285, -1.78842, 3.02675], [3.59949, -0.75342, -4.15458], [-4.45109, -0.56347, 0.78471], [6.00995, 2.90631, -0.95311], [1.98538, 4.40075, -2.04370], [-3.01888, 0.09689, 4.49847], [0.71350, 1.18556, 4.58167], [1.34939, 5.58183, -2.38868], [1.73523, 1.29210, -4.03063], [3.71322, 2.21814, -0.67863], [-0.95096, -5.70070, -0.01712], [-5.20436, -1.77733, 4.49537], [-0.77938, 4.49671, -2.16035], [-0.52096, -6.16875, 1.22237], [1.95024, 0.61842, -5.22659], [-0.51557, -5.31480, 2.32909], [4.80452, 2.49358, -1.50090], [-1.35456, -4.37357, -0.08843], [2.45655, 0.94961, -2.88806], [-0.12606, 3.32320, -1.80790], [2.88557, -0.40156, -5.29259], [-0.68722, -2.16467, -4.58369], [-1.34750, -3.48782, 0.94192], [6.13607, 3.04950, 0.42262], [1.26744, 3.24145, -1.74752], [3.86626, -3.46603, -0.11388], [3.85358, 2.34664, 0.70107], [-0.03527, 5.62820, -2.44985], [3.38251, -0.09234, -2.95678], [1.07250, -0.08887, 4.19534], [5.05796, 2.76879, 1.24732], [-4.73291, 1.32932, -2.31758], [-1.99254, 1.92443, 4.03982], [4.71119, 2.37485, -2.57388], [1.93655, 6.46456, -2.61056], [-0.54146, 6.54637, -2.72048], [-6.29697, -2.63380, 2.86164], [-1.86045, 4.49697, -2.19796], [1.22457, -1.00188, 4.74464], [-4.68544, 1.53492, 0.59430], [0.37435, 2.93353, 3.20567], [0.21614, -2.42815, -4.04237], [1.36027, 0.88036, -6.09577], [3.47247, -4.47958, -0.09487], [6.85173, 3.11348, -1.60349], [3.01956, 2.08949, 1.34436], [1.44956, -0.85120, 2.26059], [3.89820, -0.40142, -2.05588], [3.04094, -0.94043, -6.21918], [5.15339, 2.85816, 2.32250], [4.31498, -1.56668, -4.18890], [-2.74550, -0.75418, 3.87860], [7.07911, 3.36795, 0.85130], [-2.33730, 0.12151, 5.35069], [-3.63608, -0.65236, 0.06581], [4.29788, -3.25245, -1.08903], [-5.37343, -0.67772, 0.21460], [-6.05422, -2.05358, 5.12596], [-1.46710, -2.90166, -4.43561], [3.06620, 4.37320, -1.99476], [0.52055, 1.53483, 5.58148], [-4.42291, -2.51883, 4.67522], [0.98330, 2.06971, -3.99268], [-6.18292, -0.88097, 2.79653], [4.61227, -3.33721, 0.66766], [-3.73548, 2.06963, 3.94712], [-5.06564, 0.96886, 2.22309]],
  "forces_ev_per_angstrom": [[-1.0, 0.6, 0.6], [0.0, -0.1, -0.1], [0.0, 0.0, 0.1], [-0.1, 0.1, -0.1], [0.0, 0.0, -0.2], [0.0, 0.0, 0.0], [0.2, 0.6, -0.3], [0.0, -0.3, 0.4], [0.0, 0.0, -0.1], [0.5, -0.1, -0.3], [-0.1, -0.1, 0.1], [0.0, 0.0, 0.0], [-0.1, 0.0, 0.0], [-0.3, -0.5, 0.2], [0.0, 0.0, 0.1], [-0.1, 0.0, 0.0], [0.0, 0.1, 0.0], [0.0, 0.0, -0.1], [0.0, -0.1, 0.0], [0.9, -0.5, -0.1], [0.1, 0.1, 0.1], [0.0, 0.0, 0.0], [0.0, 0.0, -0.1], [0.1, 0.1, 0.3], [0.0, 0.1, -0.1], [0.0, 0.0, 0.1], [0.0, 0.0, 0.0], [-0.1, 0.1, 0.1], [0.1, 0.0, 0.1], [0.1, 0.2, -0.1], [0.0, 0.0, 0.0], [0.0, 0.0, 0.0], [0.1, 0.0, 0.0], [0.0, -0.1, 0.1], [0.1, 0.0, 0.0], [0.1, -0.1, -0.1], [0.0, 0.1, 0.0], [0.0, 0.0, 0.1], [0.0, -0.1, 0.0], [0.1, 0.1, 0.0], [0.0, -0.1, 0.0], [0.0, 0.0, 0.0], [0.0, 0.0, -0.2], [0.0, 0.0, 0.0], [-0.1, 0.0, -0.5], [-0.2, 0.2, -0.1], [-0.1, -0.1, 0.1], [0.0, 0.0, -0.1], [0.1, -0.2, 0.0], [-0.2, 0.1, 0.0], [0.1, 0.0, 0.0], [0.0, 0.2, 0.0], [-0.1, 0.0, 0.2], [0.1, 0.0, 0.0], [-0.1, 0.0, 0.0], [0.0, 0.0, 0.0], [0.0, 0.0, 0.0], [-0.1, 0.0, 0.0], [0.0, 0.0, 0.0], [0.0, 0.0, -0.1], [0.0, 0.0, 0.0], [0.0, 0.0, 0.0], [0.0, 0.0, 0.0], [0.1, 0.0, -0.1], [0.0, 0.0, 0.0], [0.0, 0.0, 0.0], [0.1, 0.0, 0.0], [0.0, 0.0, 0.0], [0.0, 0.1, 0.0], [0.0, 0.0, 0.0], [-0.1, 0.0, 0.0], [0.0, 0.0, 0.0], [0.0, 0.0, 0.0], [0.0, -0.1, 0.0], [0.0, 0.0, 0.0], [0.0, 0.0, 0.0], [0.0, 0.0, 0.0], [0.0, 0.0, 0.0], [0.0, 0.0, 0.0], [0.0, 0.0, 0.0], [0.0, 0.0, 0.0], [-0.1, -0.1, -0.1], [0.0, 0.0, 0.0], [0.0, -0.1, 0.0], [0.0, 0.0, 0.0], [0.1, 0.0, 0.0], [0.0, 0.0, 0.0], [0.0, 0.0, 0.0], [0.0, 0.0, 0.0], [0.0, 0.0, 0.0], [0.0, 0.0, 0.0], [0.0, 0.1, 0.0], [0.0, 0.0, 0.0], [0.0, 0.0, 0.0]],
  "e_above_lowest_ev": 0.000,
  "total_charge": -2
}



Record 2
{
  "formula": "C35H35BN6O10S5TeY",
  "method": "ωB97M-V with the def2-TZVPD basis set",
  "symbols": ["Te", "Y", "S", "S", "S", "S", "S", "O", "O", "O", "O", "O", "O", "O", "O", "O", "O", "N", "N", "N", "N", "N", "N", "C", "C", "C", "C", "C", "C", "C", "C", "C", "C", "C", "C", "C", "C", "C", "C", "C", "C", "C", "C", "C", "C", "C", "C", "C", "C", "C", "C", "C", "C", "C", "C", "C", "C", "C", "B", "H", "H", "H", "H", "H", "H", "H", "H", "H", "H", "H", "H", "H", "H", "H", "H", "H", "H", "H", "H", "H", "H", "H", "H", "H", "H", "H", "H", "H", "H", "H", "H", "H", "H", "H"],
  "coordinates": [[2.32454, 1.40039, 1.72572], [0.62816, -0.81017, 0.16114], [-0.36850, 1.53309, -6.68403], [1.11845, 2.73151, -3.05729], [-2.48365, -1.77332, -0.49867], [1.44425, -2.21858, 3.14783], [2.05075, -3.25176, 0.06909], [1.73830, -1.70840, 4.47089], [2.02890, 0.09437, -1.65815], [0.64946, -1.59795, -1.95341], [0.45083, 2.14961, -7.68679], [2.26258, -4.19713, -0.99789], [0.16784, -2.88691, 3.06656], [0.62862, -3.03550, 0.39140], [2.72448, -1.96151, -0.12324], [-1.01280, 0.30111, -7.04629], [1.64770, -1.17961, 2.09935], [-2.50281, -1.09480, -3.13045], [-0.52377, 0.90046, -0.50948], [2.72586, 0.00604, -4.32059], [-0.90704, -0.35986, 1.95390], [0.49205, 1.37346, -5.25956], [-1.69000, -3.05770, -2.74360], [-1.06906, 3.00771, -4.69187], [-1.52770, -1.07264, 2.61004], [0.18973, 2.33496, -4.33634], [2.49876, 4.90171, 4.20718], [-3.72251, -2.08835, 2.80819], [3.81606, -4.93368, 1.28221], [1.53382, 2.70255, 4.27244], [1.33963, 2.83248, 5.64134], [-2.21020, -2.13322, 4.70802], [-2.19638, -1.96141, -2.13677], [-3.18831, -2.75798, 5.45953], [-1.80106, 3.87963, -3.89915], [-3.44380, 4.01559, -5.67380], [2.86987, -3.94533, 1.50772], [1.62805, -0.88589, -2.31431], [2.31641, 5.02455, 5.57785], [-2.69937, 3.16201, -6.47811], [-2.99288, 4.37555, -4.40580], [2.09769, 3.74960, 3.54263], [2.66605, -3.46994, 2.79728], [-1.59415, -2.84614, -4.10203], [4.54231, -5.45527, 2.34089], [-1.51835, 2.67344, -5.96131], [3.38706, -3.99492, 3.85756], [-3.09414, 0.20644, -2.90659], [4.32703, -4.98720, 3.62978], [2.33263, -1.23348, -3.62555], [-2.48896, -1.78696, 3.38684], [-4.42802, -3.03789, 4.89957], [1.73036, 3.99268, 6.29554], [1.13939, 1.46656, 3.53050], [-0.94303, 1.95775, -0.29415], [-4.68854, -2.71639, 3.57558], [-2.12010, -1.63222, -4.34772], [2.21948, 3.56820, 2.06050], [-1.54571, 3.35689, 0.01368], [1.30938, 0.55703, 4.09922], [-4.39198, 4.39351, -6.03314], [-5.19377, -3.51495, 5.49828], [-0.89428, 4.19092, -0.57581], [-3.03955, 2.88051, -7.46615], [3.58191, -0.11437, -4.84605], [3.07785, 4.09863, 1.65227], [1.65971, -1.83193, -4.23907], [-3.89869, -1.83751, 1.77180], [-2.98606, -3.03436, 6.48609], [3.18735, -3.60598, 4.84684], [2.95551, 5.71037, 3.64749], [-3.34088, 0.65457, -3.86772], [-2.70287, 3.33595, -0.35427], [4.89354, -5.39235, 4.45826], [5.27694, -6.22927, 2.15981], [3.19210, -1.85473, -3.35304], [2.63331, 5.92672, 6.08672], [-1.45585, 4.12163, -2.90055], [0.89162, 2.01424, 6.19294], [2.89969, 0.70488, -3.59571], [1.32184, 3.94455, 1.56376], [-1.22600, -1.92725, 5.10581], [3.96155, -5.27683, 0.26693], [-2.22567, -1.10543, -5.27756], [-1.46745, 3.50150, 1.21444], [-3.99702, 0.09700, -2.30618], [1.37335, 0.78006, -5.07918], [-5.64883, -2.95511, 3.13739], [-3.58928, 5.04189, -3.79638], [0.08854, 1.50350, 3.24286], [-1.20674, -3.76868, -2.22061], [-2.40667, 0.84776, -2.35757], [1.58364, 4.08834, 7.36441], [-1.17252, -3.57103, -4.77414]],
  "forces_ev_per_angstrom": [[0.3, 1.3, 1.0], [0.2, 0.1, -0.5], [0.1, -0.3, 0.0], [-0.2, 0.1, -0.1], [0.1, 0.1, 0.3], [0.0, -0.1, 1.1], [1.0, -1.4, -0.6], [0.3, 0.1, -0.2], [0.1, 0.0, 0.2], [-0.1, -0.3, -0.6], [-0.1, 0.1, 0.0], [0.0, 0.0, 0.2], [0.1, -0.1, -0.1], [0.2, -0.8, 0.0], [-0.1, -0.2, -0.1], [-0.1, 0.0, 0.2], [0.2, -0.6, 1.4], [0.2, -0.2, 0.0], [-1.2, 2.0, -0.7], [-0.1, -0.1, 0.2], [-0.6, -0.4, 0.6], [-0.1, 0.0, -0.1], [0.2, 0.2, -0.1], [-0.4, 0.2, -0.2], [-0.3, 0.7, -0.2], [0.6, 0.2, 0.5], [0.0, 0.1, 0.0], [0.2, 0.1, 0.1], [-0.1, 0.0, -0.1], [0.0, 0.0, -0.1], [0.1, 0.0, 0.0], [0.1, 0.0, -0.1], [-0.4, -0.2, -0.2], [0.0, 0.0, 0.1], [0.0, -0.1, 0.0], [0.0, 0.0, 0.0], [-0.1, 0.0, -0.1], [0.0, 0.3, -1.0], [0.0, 0.0, 0.0], [-0.1, -0.1, -0.2], [0.0, 0.0, 0.0], [0.0, -0.2, 0.2], [-0.1, 0.2, -0.1], [0.0, -0.1, -0.1], [0.0, 0.0, 0.1], [0.4, -0.2, 0.3], [-0.1, 0.1, 0.0], [-0.1, 0.2, 0.1], [0.0, -0.1, -0.1], [0.0, 0.1, 0.1], [-0.3, -0.2, 0.2], [0.0, 0.0, 0.0], [0.0, 0.0, 0.0], [0.0, -0.3, -0.1], [0.1, -0.4, -0.2], [-0.1, 0.0, 0.0], [0.1, 0.0, -0.1], [-0.1, -0.1, -0.5], [-0.1, 0.3, 0.1], [0.0, 0.0, 0.0], [0.0, 0.0, 0.0], [0.0, 0.0, 0.0], [0.0, 0.0, 0.0], [0.0, 0.0, 0.0], [0.0, -0.1, 0.0], [0.1, -0.1, 0.0], [0.0, 0.0, 0.0], [-0.1, 0.0, 0.0], [0.0, 0.0, 0.0], [0.1, 0.0, 0.0], [0.0, 0.0, 0.0], [0.0, 0.0, 0.0], [-0.1, 0.0, 0.0], [0.0, 0.0, 0.0], [0.0, 0.0, 0.0], [0.0, 0.0, 0.0], [0.0, 0.0, 0.0], [0.0, 0.0, 0.0], [0.0, 0.0, 0.0], [0.0, 0.0, -0.1], [0.0, -0.1, -0.1], [0.0, 0.0, 0.0], [0.0, 0.0, 0.0], [0.0, 0.1, 0.0], [0.0, 0.0, 0.1], [0.0, 0.0, 0.0], [-0.3, 0.2, -0.4], [0.0, 0.0, 0.0], [0.0, 0.0, 0.0], [0.0, 0.0, -0.1], [0.0, 0.0, 0.1], [0.0, 0.0, 0.0], [0.0, 0.0, 0.0], [0.0, 0.0, 0.0]],
  "e_above_lowest_ev": 1.324,
  "total_charge": -1
}